# 1
Below is a cluster of 10 separate species, C46H94F18N2O20P2S6 in total, with properties calculated with ωB97M-V with the def2-TZVPD basis set.

Properties
E: -225651.53923 eV
Orbital gap: 0.1513 Eh
Lowest unoccupied orbital energy: 0.647 eV

The geometry in ORCA input format:
```
! wB97M-V def2-TZVPD RIJCOSX def2/J DEFGRID3
* xyz -2 1
S 8.7889 3.1694 -3.2206
S 0.3620 0.9078 -9.3238
S 0.6853 5.5454 -0.6634
S 7.2655 -4.7009 -4.6351
S -0.2586 -6.9408 4.0033
S -5.7139 -3.6912 -2.2259
P -7.6314 5.1646 -6.3115
P 4.5949 -2.9513 9.5722
F -7.3898 -2.0260 -3.4405
F 9.5375 -5.5823 -3.7359
F -1.9244 -0.0424 -8.4070
F 7.7442 0.8542 -4.1363
F -1.5271 6.6221 -1.9445
F -0.3683 -9.5131 4.6310
F 8.1029 0.8316 -1.9494
F 9.6267 -4.8401 -5.7926
F 0.1866 7.1563 -2.9639
F 9.5647 -3.4433 -4.0837
F 1.5503 -8.9602 3.6480
F -2.2501 1.7245 -9.6536
F 6.4622 2.0477 -2.7316
F -0.5961 5.0359 -3.1617
F -1.3280 1.9395 -7.6658
F -5.4549 -1.7729 -4.1937
F 1.2385 -8.1981 5.7583
F -6.7021 -3.5730 -4.7556
O 2.0198 5.1954 -1.1913
O 8.5968 -6.7207 1.8277
O 1.2334 -2.3573 0.5962
O 0.8374 -5.9421 3.9201
O 1.0550 0.2516 -8.2424
O 6.8248 -3.6301 -5.5316
O 6.9199 -4.5544 -3.2233
O -0.0366 4.3576 -0.1374
O 0.8307 2.2240 -9.7714
O -1.3175 -6.7498 5.0086
O 8.5269 4.0792 -2.1058
O 0.7732 6.6203 0.3332
O -5.4786 -2.6529 -1.2541
O -0.8421 -7.1526 2.6425
O 10.1671 2.7930 -3.1276
O 6.8557 -6.0982 -5.0898
O 8.4253 3.7494 -4.5299
O -6.7997 -4.5980 -1.9045
O -4.4787 -4.4237 -2.6050
O 0.2900 -0.0465 -10.4203
N 7.3516 -4.8390 1.0171
N 0.8780 -1.2181 -2.3389
C 2.1320 -4.3127 9.6244
C -6.8753 3.6165 -6.8519
C 6.5548 -7.2348 0.7106
C -7.3526 1.4229 -8.5607
C 5.8190 2.2680 10.6073
C 0.5941 -8.5660 4.5822
C 3.2937 -0.5242 6.2850
C -5.4572 8.8312 -5.3603
C -0.0085 -2.3552 -0.0452
C -0.2375 -3.1933 9.3210
C -10.0807 7.8490 -6.1429
C 0.6556 -4.2547 10.0070
C 6.3483 -4.1990 1.9956
C 7.6452 -6.3106 1.2025
C -5.9985 4.4941 -3.3178
C -7.8191 2.3474 -7.3542
C -7.3713 3.9645 -3.6534
C -6.2056 6.5539 -6.2767
C 5.0933 -0.1601 10.2388
C -4.9830 3.3671 -2.9683
C 5.3933 -4.6629 9.4421
C 2.2422 -1.8112 -2.0046
C -8.1725 4.9635 -4.5888
C 6.3457 -7.3136 6.8707
C 5.8626 0.8917 11.2286
C 1.9721 0.2819 6.0603
C 5.5544 -1.6259 10.5246
C 9.1417 -4.6266 -4.5868
C -5.7085 10.0158 -4.4687
C -0.0378 -1.1593 -1.0433
C -9.4989 7.3050 -7.4836
C -6.4090 7.7025 -5.2842
C 5.1646 -5.5020 8.1617
C -1.4327 1.1426 -8.7238
C 1.0621 0.2729 -2.7384
C 0.1628 -1.9097 -3.5268
C -8.1364 0.1500 -8.7437
C 2.9569 -3.1085 10.2682
C -0.3571 6.1219 -2.2993
C 3.1680 -1.4078 7.5274
C 7.6797 1.5871 -3.0048
C -10.0485 9.3487 -6.1793
C -9.0155 5.7361 -7.3655
C -6.3615 -2.7462 -3.8287
C 5.8099 -6.8645 8.2538
C 4.4748 -2.2326 7.7900
H 4.8112 2.6531 10.4526
H -5.6878 9.5043 -3.5064
H 2.2630 -4.3309 8.5424
H -7.3063 1.9569 -9.5098
H -6.7522 7.5802 -4.2569
H 1.5102 0.9207 -1.9850
H -8.4401 -0.1924 -7.7545
H 2.3895 -1.1803 -1.1280
H 4.3799 -3.1060 7.1447
H -6.3516 1.0863 -8.2908
H 5.9861 -3.2866 1.5219
H 2.0434 1.0706 5.3113
H -0.0305 -2.9277 -3.1886
H 4.0449 -0.0051 10.4934
H 3.6728 -1.0612 5.4155
H -1.2536 -3.5193 9.5430
H 5.1753 -7.5943 8.7566
H -0.7843 -2.2156 0.7076
H -0.1355 -2.1418 9.5893
H 6.5340 -7.3615 -0.3718
H 2.6070 -5.1890 10.0656
H -10.2564 7.3838 -8.2634
H -10.3016 9.8907 -5.2681
H 6.3300 2.2568 9.6445
H 4.1034 -5.6786 7.9863
H -7.9960 1.7338 -6.4708
H 0.8031 -1.9110 -4.4089
H 1.5695 0.4685 -3.6831
H -9.1563 4.5057 -4.6915
H -8.6783 7.9636 -7.7683
H -11.0961 7.4613 -6.0610
H 7.1180 -4.7372 0.0398
H 2.9914 -1.5903 -2.7649
H 2.3597 -2.1044 7.3050
H 6.3681 2.9298 11.2771
H 5.5468 -6.9109 0.9698
H 2.0988 -2.8721 -1.7998
H 1.1226 -0.3463 5.7923
H 2.9137 -0.8401 8.4225
H 0.5165 -4.2074 11.0870
H -1.0675 -0.9492 -1.3323
H 5.3281 -1.6323 7.4746
H 3.0954 -3.2252 11.3431
H 0.2237 -5.2359 9.8097
H 5.1357 -5.2802 10.3028
H 6.8464 0.4557 11.4019
H 6.4534 -4.4099 9.4598
H 1.6207 0.8188 6.9414
H -6.7066 10.4045 -4.6709
H 0.1384 -0.2268 -0.5070
H 5.4476 -4.7931 2.1507
H -5.2956 6.0235 -5.9963
H 5.4775 -1.8691 11.5843
H -9.8877 5.1447 -7.0870
H 6.9732 -6.5228 6.4597
H -8.8518 2.5850 -7.6093
H -7.3409 8.0954 -5.6907
H -5.0129 10.8544 -4.4374
H -10.7068 9.8266 -6.9048
H -6.4327 3.9156 -7.8021
H 6.7364 -6.8244 8.8266
H -9.0883 0.3594 -9.2317
H -0.2424 -3.2918 -0.5515
H -6.1234 6.9821 -7.2757
H -4.5072 8.3912 -5.0570
H 8.1977 -4.2876 1.0327
H -5.4891 5.1052 -4.0629
H -4.7420 2.6336 -3.7377
H 6.8354 -3.8542 2.9077
H -8.7701 5.3182 -8.3418
H 6.5918 -1.8137 10.2478
H 6.9323 -8.2315 6.9116
H 5.5474 -7.6697 6.2195
H -7.5198 -0.6053 -9.2310
H -0.1023 -3.4740 8.2764
H -7.3830 2.9687 -4.0965
H -0.6901 -1.3052 -3.8355
H 5.3380 0.1482 9.2224
H -3.9892 3.7576 -2.7492
H -8.6512 5.7824 -4.0517
H -5.2916 9.1278 -6.3960
H 5.3879 0.8115 12.2065
H 0.1399 0.7446 -3.0776
H 6.5662 -8.1795 1.2543
H -6.0914 5.0946 -2.4129
H -8.0235 3.8200 -2.7921
H -5.3541 2.7628 -2.1406
H -6.0344 3.4113 -6.1896
H 1.1491 -3.0200 1.2856
H 2.3416 -2.2435 10.0207
H 3.9802 0.2321 6.6656
H 5.6611 -5.0951 7.2808
H -9.5008 7.5334 -5.2756
H -9.0375 9.6719 -6.4272
*
```


# 2
Below is a cluster of 5 separate species, C47H102IN7O4PS in total, with properties calculated with ωB97M-V with the def2-TZVPD basis set.

Properties
E: -97217.89972 eV
Orbital gap: 0.2079 Eh
Lowest unoccupied orbital energy: -3.489 eV

The geometry in ORCA input format:
```
! wB97M-V def2-TZVPD RIJCOSX def2/J DEFGRID3
* xyz 1 1
I 3.0658 2.8273 -1.1578
S -0.9289 3.1452 -5.5310
P 4.0390 -1.1863 -2.8980
O -0.6700 -0.6297 -5.5783
O -4.6862 -2.6376 0.7577
O -3.1306 -1.8403 -0.8168
O 0.0459 0.9374 -1.3801
N -5.0974 -0.6639 6.7689
N 2.8023 -0.0598 -2.3306
N -7.0896 -3.8725 -4.0107
N 3.1578 -3.0890 5.8700
N 6.6641 6.6284 -0.7862
N 1.2619 -0.3041 -4.3822
N 0.5099 1.0762 -2.6608
C 2.8056 -3.1509 -1.0655
C 2.6964 -4.3931 6.3386
C 7.1676 7.9159 -1.2655
C -7.9792 -4.8920 -3.4552
C -8.7362 -4.5485 -2.1739
C 4.4401 0.2180 -0.2812
C -3.1212 -0.3618 -0.9906
C 7.2494 4.4199 0.2272
C -1.2309 0.0256 -7.9944
C 4.1336 -2.8087 -1.9685
C -3.6502 -0.8253 6.7061
C 3.0561 0.6102 -0.9858
C -3.0933 -2.2460 6.7201
C -5.7967 -0.8906 5.5068
C -0.5176 -1.1047 -2.9313
C -0.3398 4.4830 -4.3310
C -3.5588 -2.0825 0.5375
C 5.1022 7.1835 1.1596
C 4.4404 0.9982 1.1750
C -7.7914 -2.6727 -4.4595
C 7.6470 5.8724 -0.0135
C 4.1570 -2.4205 8.0617
C -5.7665 -1.2588 7.9239
C -3.2270 -0.1032 -2.5782
C 3.2679 -2.0410 6.8827
C 7.5292 8.9681 -0.2193
C 0.3223 5.7171 -5.1839
C 2.2130 -0.2632 -5.5300
C 1.1029 -2.1632 4.6623
C -6.9317 -1.7429 -5.3088
C -5.9107 -2.3293 5.0123
C -2.4995 -1.6362 1.7043
C -5.8502 -3.6551 -3.2695
C -2.1600 1.0202 -3.1338
C -1.7418 -0.1650 -6.4410
C 5.6785 -0.4154 -3.3754
C 5.5557 1.1756 -3.6875
C 2.5576 -2.6269 4.6200
C 1.6739 0.1908 -3.0581
C 0.3819 1.8190 -5.5752
C -5.9187 -2.8127 -1.9996
C -0.6920 0.4625 -3.3922
C -0.5056 -2.3605 -2.5058
C -0.0063 0.4301 -4.8537
C -5.2190 -0.7776 9.2630
C 1.3420 -4.4590 7.0376
C 5.3049 6.6491 -0.2548
H -8.7174 -5.1499 -4.2244
H -2.1840 1.8623 -2.3235
H 4.6551 7.2083 -0.9376
H 4.5509 -0.9015 0.0048
H 1.2476 -5.4128 7.5679
H -8.0822 -4.5664 -1.3013
H -1.9113 0.7923 -8.5130
H 5.8059 1.7479 -2.7211
H 8.0603 7.7231 -1.8729
H 1.3475 5.3686 -5.6026
H 2.6948 -5.1008 5.5019
H -0.5498 -3.3426 -1.9193
H 1.3257 2.3065 -5.0867
H 4.9566 0.3542 1.9942
H 6.3793 4.3379 0.8849
H -5.7280 -2.3538 7.8960
H 0.1933 1.8402 -0.9668
H 8.0924 9.7773 -0.6947
H -2.6920 1.4864 -4.0550
H 6.3246 1.4550 -4.5018
H 0.4102 6.6905 -4.5704
H -5.2373 0.3140 9.3286
H -4.9115 -2.5069 -1.7072
H -4.2731 0.3870 -2.7588
H -3.2063 -0.2815 7.5477
H 0.8585 -1.6430 3.7299
H 8.5915 5.8553 -0.5688
H -5.1245 -3.1872 -3.9456
H -6.4962 -2.2743 -6.1599
H -0.3521 5.9262 -6.0994
H -7.5460 -0.9276 -5.7019
H 3.4496 -4.7965 7.0247
H 4.2838 -3.6966 -2.7067
H -6.5077 -1.9007 -2.1270
H 5.0225 -2.7937 -1.2131
H 1.9977 -2.3122 -1.1629
H -8.2052 -2.1054 -3.6177
H 4.9082 5.6274 -0.2891
H 2.9146 0.6718 -5.5464
H 3.1659 -1.7958 4.2414
H -2.3398 0.7358 -6.0533
H -7.4136 -5.8168 -3.2930
H 5.1488 -2.7343 7.7242
H 3.0438 -3.2134 0.0656
H -1.5169 -2.2047 1.4935
H 0.5151 -4.4143 6.3253
H -1.3995 -0.9976 -8.5277
H -2.2522 -0.5051 1.6330
H 7.8588 6.3482 0.9507
H 8.0732 3.8861 0.7096
H 2.6556 -3.4107 3.8596
H -2.1837 0.0664 -0.4834
H 2.3607 -4.1619 -1.4192
H -5.8337 -1.1722 10.0771
H -6.2575 -3.0122 5.7909
H 8.1556 8.5637 0.5788
H -3.1988 -2.7328 5.7479
H 4.2852 -1.5572 8.7209
H -2.9387 -1.8212 2.7491
H -0.1056 0.2403 -8.0734
H 7.0255 3.9098 -0.7146
H 1.7114 -0.3885 -6.5761
H -5.3980 -4.6229 -3.0248
H 4.1111 6.8923 1.5247
H 1.2071 -3.6657 7.7763
H -3.2315 -1.0642 -3.2236
H -8.6414 -2.9757 -5.0813
H -6.3296 -3.3768 -1.1605
H 5.8342 6.7921 1.8696
H 3.3638 1.2578 1.5034
H 6.6406 9.4193 0.2236
H 2.2056 0.3823 -0.2212
H 5.1382 8.2744 1.1900
H -1.2107 4.9456 -3.7308
H 0.9109 -1.4666 5.4812
H -4.9622 -2.6957 4.6175
H -3.2649 -0.3043 5.8220
H 5.0325 1.9850 1.0902
H 6.1095 -1.0051 -4.2858
H -6.8264 -0.9816 7.8960
H -2.0207 -2.2175 6.9423
H -9.5177 -5.2951 -2.0000
H -6.1229 -1.2900 -4.7283
H 2.2851 -1.7369 7.2610
H -4.1949 -1.1208 9.4333
H -3.5621 -2.8778 7.4779
H 5.3929 0.6347 -0.8121
H -2.5083 -1.0456 -6.5030
H 6.4444 8.3495 -1.9659
H 0.6670 1.7046 -6.7013
H 3.7146 -1.1528 6.4210
H -5.3310 -0.2842 4.7209
H -6.8110 -0.4849 5.6051
H 0.4135 -3.0043 4.7450
H -9.2264 -3.5740 -2.2283
H 2.9455 -1.1711 -5.4629
H 0.4179 4.0630 -3.5550
H 4.4583 1.3502 -4.0401
H 3.7208 -3.2246 8.6603
H -4.0908 0.0027 -0.4502
H 6.4418 -0.6108 -2.5117
H -6.6354 -2.3772 4.1933
*
```


The highest lowest unoccupied orbital energy belongs to which entry? C46H94F18N2O20P2S6


Among the records above, which one has the highest orbital gap? C47H102IN7O4PS


Among the records above, which one has the highest lowest unoccupied orbital energy? C46H94F18N2O20P2S6


What is the E in the second record? -97217.89972 eV